# 1
A single C5H10O molecule at a distorted geometry, computed with ωB97M-V/def2-TZVPD.

Geometry (Å):
C -2.423 0.861 -0.211
C -1.156 0.585 0.603
C 0.060 0.557 -0.265
O 1.266 0.919 0.204
C 2.142 -0.028 -0.190
C 1.916 -1.482 0.049
H -2.403 1.871 -0.637
H -3.320 0.771 0.412
H -2.505 0.135 -1.026
H -1.039 1.348 1.386
H -1.269 -0.394 1.104
H 0.081 0.127 -1.263
H 3.075 0.355 -0.592
H 1.056 -1.589 0.724
H 2.798 -1.927 0.538
H 1.722 -2.109 -0.837

Summary:
* HOMO level (spin up / spin down): -0.261 / -0.266 Ha
* E_tot: -271.6096 Ha
* max |F|: 1.359 eV Å⁻¹
* ΔE to the lowest compared entry with this formula, charge and spin: 89.8 kcal per mole
* Kohn-Sham gap (spin up / spin down): 8.2 / 8.2 eV

=====

# 2
A single C5H10O molecule, computed with ωB97M-V/def2-TZVPD.

Geometry (Å):
C 2.085 -0.135 0.399
O 1.168 0.804 0.189
C 0.017 0.668 -0.381
C -0.911 1.831 -0.291
C -0.457 -0.705 -0.714
C -0.568 -1.429 0.641
H 0.318 -1.186 1.247
H 2.088 -1.007 -0.245
H 2.989 0.249 0.845
H -1.805 1.571 0.298
H -0.417 2.677 0.193
H -1.266 2.146 -1.280
H -1.422 -0.652 -1.233
H 0.230 -1.228 -1.395
H -0.591 -2.517 0.550
H -1.459 -1.088 1.177

Summary:
* HOMO level (spin up / spin down): -0.260 / -0.244 Ha
* E_tot: -271.6258 Ha
* max |F|: 0.776 eV Å⁻¹
* ΔE to the lowest compared entry with this formula, charge and spin: 79.6 kcal per mole
* Kohn-Sham gap (spin up / spin down): 8.1 / 7.7 eV

=====

# 3
A single C5H10O molecule, computed with ωB97M-V/def2-TZVPD.

Geometry (Å):
C -1.398 1.297 0.416
C -0.653 0.577 -0.706
C 0.492 -0.342 -0.275
C 1.040 -0.225 1.131
C 0.683 -1.622 -0.965
O 1.487 -0.497 -1.289
H -0.744 1.995 0.950
H -1.815 0.599 1.149
H -2.229 1.879 0.003
H -0.224 1.320 -1.388
H -1.369 -0.003 -1.301
H 1.243 0.813 1.408
H 0.332 -0.639 1.856
H 1.976 -0.786 1.204
H -0.027 -1.929 -1.732
H 1.205 -2.437 -0.462

Summary:
* HOMO level: -0.370 Ha
* E_tot: -271.7081 Ha
* structure (SMILES): CC[C@@]1(C)CO1
* max |F|: 0.324 eV Å⁻¹
* ΔE to the lowest compared entry with this formula, charge and spin: 27.9 kcal per mole
* Kohn-Sham gap: 11.1 eV

=====

# 4
A single C5H10O molecule at a distorted geometry, computed with ωB97M-V/def2-TZVPD.

Geometry (Å):
C 1.169 -1.718 -0.039
O 0.581 -0.791 0.816
C -0.078 0.302 0.259
C -0.415 1.155 1.539
C -1.193 0.437 -0.739
C 0.155 0.491 -1.348
H 0.393 -2.368 -0.456
H 1.713 -1.233 -0.858
H 1.866 -2.291 0.571
H -0.192 0.534 2.421
H -1.501 1.325 1.584
H 0.086 2.111 1.681
H -1.907 -0.324 -1.021
H -1.601 1.430 -0.584
H 0.636 1.333 -1.831
H 0.288 -0.393 -1.996

Summary:
* HOMO level: -0.316 Ha
* E_tot: -271.6374 Ha
* structure (SMILES): COC1(C)CC1
* max |F|: 1.162 eV Å⁻¹
* ΔE to the lowest compared entry with this formula, charge and spin: 72.3 kcal per mole
* Kohn-Sham gap: 9.7 eV

=====

E_tot of number 1 (C5H10O)? -271.6096 Ha

=====

Which value of max |F| does entry 1 give? 1.359 eV Å⁻¹

=====

Number 4 is which compound? C5H10O

=====

Which of these has the lowest E_tot? number 3